Density functional theory data (ωB97M-V/def2-TZVPD) for a 2-piece molecular cluster, C3H10S2 overall at a distorted geometry.

* orbital gap: 9.69 eV
* ΔE to the lowest compared entry with this formula, charge and spin: 57.1 kJ/mol

Structure (ORCA input):
```
! wB97M-V def2-TZVPD RIJCOSX def2/J DEFGRID3
* xyz 0 1
C 0.09 2.13 -0.35
C -0.48 1.17 -1.35
C -1.15 1.84 -2.58
H 0.52 3.02 -0.79
H 0.90 1.66 0.22
H -0.60 2.47 0.43
H -1.24 0.52 -0.90
H 0.31 0.49 -1.69
H -1.60 1.22 -3.34
H -2.02 2.29 -2.07
H -0.51 2.64 -2.94
S 1.44 -5.93 4.17
S 1.71 -3.90 4.19
H 2.08 -6.28 3.02
H 0.54 -3.33 3.99
*
```

Atom charges from the natural (NBO) analysis, given in e for atoms 1 to 8: number 1, C, carries -0.613; number 2, C, carries -0.396; number 3, C, carries -0.607; number 4, H, carries 0.203; number 5, H, carries 0.211; number 6, H, carries 0.205; number 7, H, carries 0.195; number 8, H, carries 0.190


Density functional theory data (ωB97M-V/def2-TZVPD) for a 2-piece molecular cluster, C3H10S3 overall at a distorted geometry.

* orbital gap (spin up / spin down): 3.40 / 6.15 eV
* ΔE to the lowest compared entry with this formula, charge and spin: 68.4 kJ/mol

Structure (ORCA input):
```
! wB97M-V def2-TZVPD RIJCOSX def2/J DEFGRID3
* xyz -1 2
C -2.29 -0.22 2.52
S -1.12 0.21 1.19
S -2.53 -0.56 -0.38
H -2.83 -1.10 2.14
H -1.81 -0.64 3.43
H -3.01 0.54 2.79
H -3.69 -0.04 0.09
C 1.60 1.23 -1.15
C 1.59 -0.35 -1.26
S 3.33 -0.78 -0.93
H 2.12 1.38 -2.10
H 0.58 1.65 -1.22
H 2.16 1.68 -0.34
H 1.30 -0.84 -2.18
H 0.93 -0.82 -0.53
H 3.67 -1.33 -2.09
*
```

Atom charges from the natural (NBO) analysis, given in e for atoms 1 to 8: number 1, C, carries -0.760; number 2, S, carries -0.302; number 3, S, carries -0.604; number 4, H, carries 0.205; number 5, H, carries 0.194; number 6, H, carries 0.185; number 7, H, carries 0.092; number 8, C, carries -0.616


Density functional theory data (ωB97M-V/def2-TZVPD) for a 2-piece molecular cluster, C3H10S3 overall at a distorted geometry.

* orbital gap: 9.44 eV
* ΔE to the lowest compared entry with this formula, charge and spin: 35.2 kJ/mol

Structure (ORCA input):
```
! wB97M-V def2-TZVPD RIJCOSX def2/J DEFGRID3
* xyz 0 1
C 0.95 1.02 -1.41
C 1.62 -0.35 -1.64
S 3.31 -0.23 -0.82
H 1.70 1.80 -1.34
H 0.25 1.24 -2.22
H 0.44 1.03 -0.46
H 1.72 -0.53 -2.69
H 1.25 -1.14 -1.01
H 3.81 -1.34 -1.37
C -2.10 -0.12 2.79
S -1.46 0.62 1.29
S -2.77 -0.04 -0.13
H -2.17 -1.20 2.70
H -1.39 0.14 3.58
H -3.03 0.30 3.14
H -2.12 -1.18 -0.41
*
```

Atom charges from the natural (NBO) analysis, given in e for atoms 1 to 8: number 1, C, carries -0.634; number 2, C, carries -0.469; number 3, S, carries -0.102; number 4, H, carries 0.216; number 5, H, carries 0.218; number 6, H, carries 0.218; number 7, H, carries 0.213; number 8, H, carries 0.216


Density functional theory data (ωB97M-V/def2-TZVPD) for a 2-piece molecular cluster, C3H10S3 overall at a distorted geometry.

* orbital gap: 8.69 eV
* ΔE to the lowest compared entry with this formula, charge and spin: 82.9 kJ/mol

Structure (ORCA input):
```
! wB97M-V def2-TZVPD RIJCOSX def2/J DEFGRID3
* xyz 0 1
C -1.59 -0.25 0.81
S -1.47 1.49 0.27
C -2.19 1.23 -1.43
H -2.55 -0.47 1.31
H -1.41 -0.93 -0.05
H -0.76 -0.44 1.48
H -1.42 1.58 -2.14
H -3.06 1.91 -1.49
H -2.65 0.24 -1.45
C 2.20 -0.09 -0.24
S 1.43 -1.70 0.34
S 2.66 -1.71 2.11
H 2.00 0.78 0.40
H 3.28 -0.33 -0.21
H 1.75 0.04 -1.21
H 3.79 -1.36 1.50
*
```

Atom charges from the natural (NBO) analysis, given in e for atoms 1 to 8: number 1, C, carries -0.744; number 2, S, carries 0.138; number 3, C, carries -0.729; number 4, H, carries 0.213; number 5, H, carries 0.215; number 6, H, carries 0.235; number 7, H, carries 0.226; number 8, H, carries 0.218


Density functional theory data (ωB97M-V/def2-TZVPD) for a single C3H10Si3 molecule at a distorted geometry.

* orbital gap: 9.37 eV
* ΔE to the lowest compared entry with this formula, charge and spin: 184.3 kJ/mol

Structure (ORCA input):
```
! wB97M-V def2-TZVPD RIJCOSX def2/J DEFGRID3
* xyz 0 1
Si -2.54 -0.26 -0.34
C -0.79 -0.20 -0.87
C 0.10 -0.01 -1.74
C 0.56 -0.01 -0.22
Si 1.20 1.68 0.25
Si 1.39 -1.45 1.08
H -2.95 0.76 0.57
H -2.83 -1.49 0.20
H -3.18 0.06 -1.63
H 0.41 -0.18 -2.66
H 1.97 1.72 1.51
H -0.10 2.51 0.67
H 1.91 2.42 -0.80
H 2.51 -2.22 0.49
H 0.46 -2.63 1.29
H 1.88 -0.70 2.20
*
```

Atom charges from the natural (NBO) analysis, given in e for atoms 1 to 8: number 1, Si, carries 0.906; number 2, C, carries -0.375; number 3, C, carries -0.108; number 4, C, carries -0.876; number 5, Si, carries 0.891; number 6, Si, carries 0.801; number 7, H, carries -0.152; number 8, H, carries -0.168


Density functional theory data (ωB97M-V/def2-TZVPD) for C3H11AgInP as an isolated structure.

* orbital gap: 3.95 eV
* ΔE to the lowest compared entry with this formula, charge and spin: 0.0 kJ/mol

Structure (ORCA input):
```
! wB97M-V def2-TZVPD RIJCOSX def2/J DEFGRID3
* xyz 0 1
C 1.91 0.44 0.03
C 0.70 0.93 -0.75
P -0.70 -0.27 -1.10
C -1.87 0.55 0.08
In -0.17 -2.45 0.18
H 2.33 -0.44 -0.45
H 1.63 0.15 1.04
H 2.68 1.20 0.09
H 0.25 1.78 -0.18
H 1.02 1.35 -1.70
H -2.89 0.18 0.06
H -1.48 0.52 1.09
H -1.86 1.60 -0.34
H 0.97 -3.28 -0.86
H 0.56 -1.98 1.72
H -1.70 -3.27 0.39
Ag -1.38 3.01 0.69
*
```

Atom charges from the Mulliken analysis, given in e for atoms 1 to 8: number 1, C, carries -1.259; number 2, C, carries 0.338; number 3, P, carries -0.042; number 4, C, carries -0.995; number 5, In, carries 0.503; number 6, H, carries 0.298; number 7, H, carries 0.296; number 8, H, carries 0.405


Density functional theory data (ωB97M-V/def2-TZVPD) for C3H11AsF as an isolated structure.

* orbital gap: 7.39 eV
* ΔE to the lowest compared entry with this formula, charge and spin: 0.0 kJ/mol

Structure (ORCA input):
```
! wB97M-V def2-TZVPD RIJCOSX def2/J DEFGRID3
* xyz -1 1
C 1.74 1.01 0.08
As 0.78 -0.76 -0.38
C -0.88 -0.17 0.74
C -2.02 0.25 -0.14
F -1.32 -1.23 1.57
H 1.01 1.82 0.15
H 2.45 1.27 -0.69
H 2.24 0.88 1.04
H 1.37 -1.47 0.92
H -0.02 -2.09 -0.73
H 0.17 -0.03 -1.66
H 2.01 -1.24 -1.26
H -0.63 0.64 1.42
H -2.03 -0.31 -1.07
H -1.90 1.30 -0.37
H -2.97 0.11 0.38
*
```

Atom charges from the natural (NBO) analysis, given in e for atoms 1 to 8: number 1, C, carries -0.993; number 2, As, carries 0.716; number 3, C, carries -0.089; number 4, C, carries -0.660; number 5, F, carries -0.418; number 6, H, carries 0.180; number 7, H, carries 0.189; number 8, H, carries 0.186


Density functional theory data (ωB97M-V/def2-TZVPD) for C3H11BeN2 as an isolated structure at a distorted geometry.

* orbital gap: 4.15 eV

Structure (ORCA input):
```
! wB97M-V def2-TZVPD RIJCOSX def2/J DEFGRID3
* xyz -1 1
C -0.93 -0.93 -1.52
Be -0.07 0.03 -0.01
N 1.45 0.91 -1.52
H -0.95 -0.70 0.94
H -1.16 0.90 0.02
H -1.98 -1.25 -1.28
H -0.35 -1.83 -1.75
H -0.99 -0.30 -2.44
H 2.41 0.64 -1.38
H 1.41 1.92 -1.48
H 1.18 0.63 -2.44
C 2.57 1.77 3.00
C 1.72 1.19 1.99
N 1.02 0.69 1.17
H 1.99 2.50 3.59
H 3.42 2.28 2.53
H 2.94 0.98 3.67
*
```

Atom charges from the natural (NBO) analysis, given in e for atoms 1 to 8: number 1, C, carries -1.306; number 2, Be, carries 1.407; number 3, N, carries -1.049; number 4, H, carries -0.677; number 5, H, carries -0.704; number 6, H, carries 0.181; number 7, H, carries 0.143; number 8, H, carries 0.130


Density functional theory data (ωB97M-V/def2-TZVPD) for C3H11CdNO5PS2Si as an isolated structure at a distorted geometry.

* orbital gap: 3.30 eV

Structure (ORCA input):
```
! wB97M-V def2-TZVPD RIJCOSX def2/J DEFGRID3
* xyz 1 1
C 1.25 -0.22 1.06
Si -0.20 0.83 0.62
C -1.33 1.14 2.07
C 0.43 2.49 0.05
S -1.52 0.06 -1.05
O -2.67 -0.49 -0.43
O -1.78 1.27 -1.76
N -0.65 -0.91 -1.99
S -0.40 -2.41 -1.37
O -0.60 -2.49 0.04
O -1.12 -3.37 -2.11
P 1.70 -2.74 -1.87
O 2.49 -1.59 -1.45
H 1.73 0.30 1.89
H 1.00 -1.21 1.40
H 1.97 -0.24 0.26
H -2.36 1.10 1.76
H -1.09 2.20 2.38
H -1.13 0.45 2.88
H 0.79 3.00 0.95
H -0.34 3.05 -0.45
H 1.29 2.39 -0.61
H 1.65 -2.89 -3.25
H 2.02 -3.95 -1.24
Cd -1.13 4.22 2.22
*
```

Atom charges from the natural (NBO) analysis, given in e for atoms 1 to 8: number 1, C, carries -1.163; number 2, Si, carries 1.513; number 3, C, carries -1.035; number 4, C, carries -1.119; number 5, S, carries 2.011; number 6, O, carries -0.817; number 7, O, carries -0.840; number 8, N, carries -0.929


Density functional theory data (ωB97M-V/def2-TZVPD) for C3H11Cl2NbOPZn as an isolated structure at a distorted geometry.

* orbital gap: 4.15 eV

Structure (ORCA input):
```
! wB97M-V def2-TZVPD RIJCOSX def2/J DEFGRID3
* xyz 1 1
C -0.75 -2.27 0.46
C -0.91 -0.78 0.22
C 0.05 0.02 1.13
Cl -0.82 1.26 2.01
Nb 2.03 0.61 0.19
P 0.35 2.10 -1.13
O -0.84 1.44 -1.89
Cl -0.49 3.50 -0.12
H 0.29 -2.55 0.31
H -1.35 -2.86 -0.21
H -1.00 -2.51 1.49
H -1.92 -0.47 0.50
H -0.76 -0.54 -0.82
H 0.47 -0.63 1.91
H 1.70 -0.43 -1.30
H 3.10 1.57 -0.91
H 2.25 2.04 1.30
H 3.26 -0.51 0.81
H -1.55 2.04 -2.20
Zn -3.09 -1.02 -1.74
*
```

Atom charges from the natural (NBO) analysis, given in e for atoms 1 to 8: number 1, C, carries -0.613; number 2, C, carries -0.482; number 3, C, carries -0.553; number 4, Cl, carries 0.020; number 5, Nb, carries 1.103; number 6, P, carries 1.336; number 7, O, carries -0.956; number 8, Cl, carries -0.090


What did the ninth record say?
Density functional theory data (ωB97M-V/def2-TZVPD) for C3H11CdNO5PS2Si as an isolated structure at a distorted geometry.

* orbital gap: 3.30 eV

Structure (ORCA input):
```
! wB97M-V def2-TZVPD RIJCOSX def2/J DEFGRID3
* xyz 1 1
C 1.25 -0.22 1.06
Si -0.20 0.83 0.62
C -1.33 1.14 2.07
C 0.43 2.49 0.05
S -1.52 0.06 -1.05
O -2.67 -0.49 -0.43
O -1.78 1.27 -1.76
N -0.65 -0.91 -1.99
S -0.40 -2.41 -1.37
O -0.60 -2.49 0.04
O -1.12 -3.37 -2.11
P 1.70 -2.74 -1.87
O 2.49 -1.59 -1.45
H 1.73 0.30 1.89
H 1.00 -1.21 1.40
H 1.97 -0.24 0.26
H -2.36 1.10 1.76
H -1.09 2.20 2.38
H -1.13 0.45 2.88
H 0.79 3.00 0.95
H -0.34 3.05 -0.45
H 1.29 2.39 -0.61
H 1.65 -2.89 -3.25
H 2.02 -3.95 -1.24
Cd -1.13 4.22 2.22
*
```

Atom charges from the natural (NBO) analysis, given in e for atoms 1 to 8: number 1, C, carries -1.163; number 2, Si, carries 1.513; number 3, C, carries -1.035; number 4, C, carries -1.119; number 5, S, carries 2.011; number 6, O, carries -0.817; number 7, O, carries -0.840; number 8, N, carries -0.929